Entry 1:
DFT (the ωB97M-V functional and the def2-TZVPD basis) results for a structure of composition C5H6.

The HOMO-LUMO gap (spin up / spin down) is 7.2 / 7.6 eV. As for the lowest unoccupied orbital energy (spin up / spin down): -0.7585 / -0.7759 eV. The value obtained for the relative energy (zero: lowest compared OMol25 entry of this formula, charge and spin) is 4.362 eV.

Structure (ORCA input):
```
! RIJCOSX wB97M-V def2-TZVPD def2/J DEFGRID3
* xyz 0 1
C -0.317 -0.861 0.187
C -1.143 0.394 0.439
C 0.074 1.139 0.021
C 0.922 0.087 -0.136
C 2.179 -0.017 -0.647
H -0.132 -1.494 1.048
H -0.637 -1.462 -0.658
H 2.343 -0.987 -1.145
H -2.001 0.505 -0.221
H 0.178 2.133 -0.350
H -1.465 0.563 1.462
*
```

Atom charges from the Löwdin analysis, given in e for atoms 1 to 2:
1 C -0.12
2 C -0.17



Entry 2:
DFT (the ωB97M-V functional and the def2-TZVPD basis) results for a cluster of 28 separate species, C5H63BO30 in total.

The HOMO-LUMO gap is 9.4 eV. As for the lowest unoccupied orbital energy: -0.6737 eV.

Structure (ORCA input):
```
! RIJCOSX wB97M-V def2-TZVPD def2/J DEFGRID3
* xyz 0 1
O -4.236 -6.994 -5.449
O 3.501 -2.508 -3.764
O -0.498 0.740 2.543
O -0.608 4.020 0.467
O -1.598 0.886 5.752
O -1.767 -7.211 -3.110
O -0.625 -1.139 3.638
O 2.380 2.785 1.481
O -6.816 4.168 1.150
O -4.782 4.878 3.571
O -1.924 -3.091 -2.929
O 6.525 -2.923 -4.248
O 1.601 8.374 -1.525
O 0.702 0.707 -2.374
O 0.631 8.056 2.592
O 1.675 5.983 0.391
O -4.086 2.210 4.911
O 5.888 -0.050 -5.196
O 1.320 1.822 5.318
O -1.507 -5.758 -5.824
O 0.194 -4.742 -2.511
O 3.601 0.129 -3.129
O -3.964 3.622 7.566
O 4.708 4.834 1.270
O 2.527 -5.456 -4.362
O -4.104 -3.901 -4.342
O 4.199 2.761 5.779
O -1.107 -3.668 1.753
O 0.975 -6.916 -0.733
O 0.723 3.761 3.595
C -0.302 -1.298 1.280
C -0.234 -0.111 0.283
C -2.552 -2.452 0.073
C -0.505 -0.573 2.631
C -0.470 1.125 1.145
B -1.314 -2.493 1.026
H 0.283 1.857 0.894
H 6.328 -2.123 -4.757
H -3.439 -2.458 0.711
H 1.588 0.912 5.492
H -2.610 -3.374 -0.484
H -2.075 1.639 5.385
H -7.062 4.964 0.667
H -4.147 -6.056 -5.245
H 0.104 8.826 2.352
H -4.618 -4.123 -5.127
H -3.796 1.302 5.077
H -3.370 -7.230 -5.800
H 0.249 0.440 -3.184
H 0.707 -1.674 1.435
H -1.293 0.397 4.974
H -2.611 -1.596 -0.585
H -3.612 -3.108 -4.596
H 0.501 2.821 3.582
H 2.864 -3.225 -3.852
H 1.427 5.051 0.330
H 7.476 -2.872 -4.112
H 0.677 7.537 1.779
H 2.365 7.949 -1.927
H -1.428 -6.057 -4.907
H -2.552 -3.811 -3.063
H -0.961 -0.045 -0.508
H -2.708 -7.254 -2.894
H 3.957 -0.771 -3.058
H 2.813 -6.375 -4.399
H -0.425 4.651 1.177
H -0.077 -5.670 -2.534
H 3.984 3.168 6.624
H -4.436 4.379 7.202
H -0.403 -4.163 1.312
H 3.349 2.449 5.446
H -5.032 2.188 5.101
H -0.781 -6.202 -6.278
H -3.672 3.130 6.788
H 1.170 1.515 -2.621
H -5.728 4.866 3.756
H 1.868 -7.144 -0.450
H 5.578 0.532 -5.898
H -1.436 1.585 1.009
H 0.905 -4.723 -1.860
H 1.591 -5.496 -4.124
H -5.990 4.405 1.591
H 2.329 6.006 1.103
H 0.462 -7.716 -0.571
H 0.371 1.822 5.509
H 3.163 2.382 1.085
H 4.346 -2.925 -3.980
H 2.407 2.502 2.403
H 5.523 4.406 0.985
H 0.784 -0.062 -0.057
H 4.021 4.166 1.149
H 1.354 3.842 4.319
H -1.074 -3.465 -3.211
H 2.649 0.016 -3.013
H -4.493 3.971 3.741
H 5.178 -0.017 -4.539
H -0.815 4.573 -0.296
H -1.489 -8.134 -3.144
H 1.611 8.045 -0.619
*
```

Atom charges from the Löwdin analysis, given in e for atoms 1 to 2:
1 O -0.06
2 O -0.05



Entry 3:
DFT (the ωB97M-V functional and the def2-TZVPD basis) results for a structure of composition C5H6AgO3.

The HOMO-LUMO gap (spin up / spin down) is 4.7 / 8.3 eV. As for the lowest unoccupied orbital energy (spin up / spin down): -0.8099 / -0.8200 eV. Its expectation value of S² is 0.751. The value obtained for the relative energy (zero: lowest compared OMol25 entry of this formula, charge and spin) is 3.283 eV.

Structure (ORCA input):
```
! RIJCOSX wB97M-V def2-TZVPD def2/J DEFGRID3
* xyz 0 2
Ag 4.732 0.478 0.212
O 2.612 0.792 -0.485
O 0.451 0.551 -0.979
O 1.398 -0.868 0.394
C -0.633 -0.348 -0.644
C 1.561 0.195 -0.365
C -1.571 1.232 1.092
C -1.785 0.438 -0.058
C 0.039 -1.324 0.335
H -2.132 1.567 -0.463
H -0.931 -0.845 -1.574
H 0.034 -2.358 -0.020
H -0.380 -1.266 1.346
H -0.766 1.973 0.951
H -2.630 -0.217 0.258
*
```

Atom charges from the Löwdin analysis, given in e for atoms 1 to 2:
1 Ag 0.18
2 O -0.07



| no. | strongest force on any atom (eV/A) |
| --- | --- |
| 1 | 1.90 |
| 2 | 4.56 |
| 3 | 2.31 |